{"formula": "C20H58O16", "method": "the ωB97M-V functional and the def2-TZVPD basis", "elements": ["O", "O", "O", "O", "O", "O", "O", "O", "O", "O", "O", "O", "O", "O", "O", "O", "C", "C", "C", "C", "C", "C", "C", "C", "C", "C", "C", "C", "C", "C", "C", "C", "C", "C", "C", "C", "H", "H", "H", "H", "H", "H", "H", "H", "H", "H", "H", "H", "H", "H", "H", "H", "H", "H", "H", "H", "H", "H", "H", "H", "H", "H", "H", "H", "H", "H", "H", "H", "H", "H", "H", "H", "H", "H", "H", "H", "H", "H", "H", "H", "H", "H", "H", "H", "H", "H", "H", "H", "H", "H", "H", "H", "H", "H"], "xyz": [[13.9030, 6.9830, 10.6340], [15.3430, 3.0850, 6.1870], [13.3120, -0.9690, 10.9310], [17.0120, 3.0160, 12.2370], [10.8960, 0.2330, 7.6830], [13.8280, 5.9910, 7.7660], [9.6300, 5.5490, 8.3420], [11.0340, 5.6300, 14.7010], [9.9480, 2.4820, 10.4030], [11.6210, 4.3980, 11.8640], [16.0660, 6.4140, 12.2570], [9.0550, 8.9460, 6.9800], [12.9710, 0.2180, 15.9590], [14.7870, 11.0800, 12.6910], [13.1080, 9.6260, 9.7250], [11.0520, 3.1900, 16.1340], [12.0810, 2.3990, 15.6250], [14.3390, 0.8360, 12.2500], [9.7170, 7.2880, 13.4960], [16.2930, 5.1620, 12.8800], [10.4460, 2.2460, 9.0800], [14.3210, 4.6250, 7.6800], [16.7240, 4.2330, 11.8330], [14.0250, 10.1510, 12.0220], [12.7840, 4.9420, 11.2690], [13.2170, -0.2800, 12.1820], [11.8810, 1.0560, 16.3770], [14.9200, 4.3920, 6.4000], [9.7790, 6.1190, 14.5870], [8.9340, 4.9420, 14.2690], [9.4600, 7.0380, 8.4160], [12.6820, 6.4320, 11.1550], [10.6610, 0.6870, 9.0320], [11.7940, 0.3350, 12.2040], [13.9240, 10.4740, 10.5220], [9.5450, 7.6140, 6.9490], [14.3860, 1.2730, 13.2570], [14.3150, 9.2000, 12.2960], [13.0290, 2.8590, 15.9030], [15.2090, 6.5910, 11.9450], [9.1040, 4.2020, 14.8400], [12.0190, 1.0550, 17.4780], [13.8470, 0.4270, 16.2530], [13.1430, -1.8850, 11.0810], [9.7830, 2.7260, 8.4880], [15.0290, 4.6410, 8.4470], [11.7160, 1.0700, 11.3320], [8.7320, 7.0460, 6.5140], [11.1280, -0.4650, 12.2070], [8.5530, 7.2270, 9.1080], [10.4340, 7.4630, 6.7440], [15.2730, 5.1750, 13.2560], [9.8510, 0.0280, 9.3070], [8.7510, 5.2920, 8.6210], [15.7360, 4.1150, 11.2690], [10.4910, 3.1720, 10.8620], [15.3830, 0.6060, 11.9280], [10.3910, 7.3180, 9.0240], [13.1980, 4.1450, 10.4090], [14.2400, 4.5820, 5.3270], [13.6080, 6.3220, 8.6700], [18.0090, 3.2020, 12.3350], [11.7900, 0.6770, 13.2900], [12.5000, 6.9330, 12.0280], [8.9380, 4.5710, 13.3460], [11.6110, 4.5230, 12.7800], [9.8270, 6.6830, 12.6050], [8.7430, 7.5380, 13.4420], [13.9150, 7.7630, 10.2430], [13.5400, -0.9470, 12.9800], [10.5050, 8.0660, 13.4940], [9.4660, 6.7110, 15.4470], [13.3550, 4.2050, 7.8750], [14.7270, 2.4490, 6.7390], [10.9090, 0.6380, 16.1000], [17.0270, 5.0220, 13.6820], [12.9920, 10.3120, 12.6920], [8.1030, 9.0890, 6.9380], [7.8880, 5.1690, 14.3380], [13.4780, 4.6750, 12.2750], [15.7290, 4.9770, 6.0830], [11.8730, 6.7200, 10.3510], [15.7160, 11.0460, 12.2380], [14.1850, 1.5300, 11.4300], [10.2550, 0.5960, 7.1520], [13.6620, 11.5060, 10.3320], [17.5110, 4.7250, 11.3010], [11.3710, 2.7660, 8.7580], [11.5280, 0.4610, 9.7320], [12.2080, 10.0570, 9.4440], [10.9820, 4.0300, 15.6610], [11.6390, 6.4210, 15.1410], [11.9680, 2.2620, 14.5140], [14.7660, 10.6320, 9.9440]], "mulliken_charge": [-0.67, -0.56, -0.55, -0.41, -0.56, -0.63, -0.39, -0.65, -0.60, 0.32, -0.64, -0.58, -0.53, -0.56, -0.58, -0.67, 0.67, -1.15, -1.25, -0.16, -0.45, 0.14, 0.02, 0.00, 0.92, 0.24, -0.55, -0.48, 0.76, -2.23, 0.13, 0.88, -0.05, 0.09, -0.78, -0.75, 0.31, 0.17, 0.25, 0.32, 0.78, 0.33, 0.29, 0.33, 0.74, 0.15, -0.30, 0.21, 0.56, 0.50, 0.71, 0.10, 0.27, 0.25, -0.38, 0.19, 0.42, -0.52, -0.36, 0.18, 0.27, 0.41, -0.61, 0.63, 0.53, -0.22, 0.12, 0.55, 0.19, 0.50, 0.28, 0.34, 0.13, 0.33, 0.28, 0.28, 0.10, 0.32, 0.44, -0.39, 0.39, -1.04, 0.34, 0.06, 0.30, 0.55, 0.43, 0.08, -0.02, 0.33, 0.29, 0.41, -0.32, 0.45], "charge": 0, "de_lowest_kcal_mol": 267.19, "orbital_gap_ev": 9.3, "homo_energy_ev": -9.38, "smiles": "CC(C)O.CC(C)O.OCCO.OCCO.OCCO.OCCO.OCCO.OCCO.OCCO", "e_tot_ha": -2000.09431}